The following is a DFT calculation (the ωB97M-V functional and the def2-TZVPD basis) of the ion C3HN2O2 with charge +1.

Summary:
Net charge = +1
F_max = 4.5 eV/Å
Kohn-Sham gap = 11.33 eV
Calculated total energy = -10190.73444 eV

CARTESIAN COORDINATES (ANGSTROEM)
C 2.89665 1.23116 -0.27028
C 1.11906 -0.50815 -0.02674
C -1.26057 0.14069 0.12500
N 2.06484 0.39796 -0.25075
N -2.38939 -0.07646 -0.00663
O -0.11965 0.30643 0.37526
O 1.05453 -1.65684 -0.15653
H -3.36548 0.16522 0.21068

Force components x, y, z for each atom (eV/Å):
0.6240 0.5542 -0.0769
0.6852 -0.9428 -1.1142
-4.2950 -1.1635 -0.0772
-0.4417 -0.2603 0.4148
-0.2327 0.7211 0.2148
3.3842 1.1123 0.6807
-0.3837 0.3949 0.4132
0.6598 -0.4158 -0.4552